No. 1
{"formula": "C5H7NO", "method": "wB97M-V/def2-TZVPD", "elements": ["C", "H", "H", "N", "C", "H", "H", "H", "C", "H", "C", "C", "O", "H"], "positions_angstrom": [[0.345, 0.747, 1.659], [1.400, 0.980, 1.478], [-0.838, 1.581, -0.832], [0.680, -1.982, -0.726], [-0.183, 0.681, -0.845], [-1.424, -0.724, -1.784], [0.824, 1.090, -1.010], [-0.204, 1.691, 1.748], [-0.716, 0.084, -2.085], [0.272, 0.213, 2.610], [-0.244, -0.067, 0.510], [0.442, -1.372, 0.250], [0.936, -2.615, -1.714], [-1.291, -0.306, 0.742]], "lowdin_charge": [-0.078, 0.086, 0.139, -0.138, -0.317, 0.012, 0.118, 0.082, 0.155, 0.081, -0.366, 0.041, 0.045, 0.139], "homo_lumo_gap_ev": 8.510, "multiplicity": 1, "e_above_lowest_kcal_mol": 165.0, "e_lumo_ev": -0.5}

=====

No. 2
{"formula": "C9H16CuO10P2", "method": "wB97M-V/def2-TZVPD", "elements": ["O", "C", "O", "H", "H", "C", "P", "H", "O", "H", "O", "O", "C", "O", "O", "C", "H", "O", "P", "H", "C", "H", "C", "O", "Cu", "O", "C", "H", "H", "H", "H", "H", "H", "H", "H", "H", "C", "C"], "positions_angstrom": [[-0.443, -4.608, 0.098], [1.734, -1.350, -0.239], [-2.696, 0.041, -2.004], [-2.970, 1.698, -0.007], [-0.942, 0.331, 2.221], [-1.783, -2.302, 0.671], [-1.367, -0.723, -1.618], [1.439, -1.789, -1.310], [0.040, 2.913, 2.643], [-2.774, -2.593, 0.117], [2.733, 0.987, -1.936], [2.349, 1.350, 0.783], [-0.526, -3.400, 0.659], [-0.075, -0.021, -2.551], [4.448, -0.113, -0.005], [0.462, -1.271, 0.805], [0.789, 2.245, 2.703], [0.499, -2.645, 1.399], [2.749, 0.280, -0.345], [-2.574, -2.544, -2.082], [-1.704, 0.169, 1.316], [-0.396, 0.786, -3.089], [-0.729, 2.425, 0.042], [-1.575, -2.383, -2.217], [4.030, -0.644, -2.980], [0.279, 4.683, 1.028], [-1.030, -0.879, 0.253], [4.929, 0.750, -0.262], [0.936, -0.645, 1.698], [-2.699, -0.253, 1.778], [2.479, -2.159, 0.225], [-1.189, 3.180, -0.759], [2.076, 1.740, -2.018], [0.058, 1.705, -0.441], [-2.339, 2.334, 1.653], [-2.091, -2.354, 1.822], [-0.099, 3.398, 1.234], [-2.028, 1.660, 0.718]], "lowdin_charge": [0.036, -0.157, -0.341, 0.125, 0.139, -0.057, 0.773, 0.118, -0.035, 0.144, -0.245, -0.338, -0.220, -0.254, -0.203, -0.248, 0.106, -0.066, 0.751, 0.107, -0.139, 0.124, -0.096, -0.216, 0.786, -0.014, -0.323, 0.110, 0.168, 0.136, 0.145, 0.146, 0.119, 0.070, 0.137, 0.158, -0.259, -0.188], "charge": 1, "homo_lumo_gap_ev": 5.777, "multiplicity": 1, "e_lumo_ev": -6.7}

=====

No. 3
{"formula": "C5H11NOS", "method": "wB97M-V/def2-TZVPD", "elements": ["H", "H", "S", "H", "H", "N", "C", "C", "H", "H", "C", "H", "H", "C", "O", "C", "H", "H", "H"], "positions_angstrom": [[-2.238, 1.472, 1.185], [-0.669, 2.652, -0.429], [2.498, -0.081, -0.142], [-0.373, -0.653, -1.775], [-1.523, -0.099, 1.867], [2.006, -1.476, -0.287], [-1.871, 0.439, 0.884], [-0.252, 1.755, -0.687], [4.140, 0.447, 1.542], [-1.691, -1.153, -0.853], [-0.706, 0.519, -0.052], [3.173, -0.690, 2.278], [2.551, 0.981, 2.224], [-0.628, -0.766, -0.800], [0.483, 1.263, 0.386], [3.145, 0.253, 1.615], [-0.022, -1.559, -0.401], [0.198, 1.743, -1.624], [-2.662, -0.050, 0.275]], "lowdin_charge": [0.098, 0.093, 0.841, 0.048, 0.133, -0.430, -0.031, -0.113, -0.038, 0.103, -0.503, 0.068, 0.043, -0.064, -0.160, -0.308, 0.035, 0.103, 0.081], "homo_lumo_gap_ev": 8.576, "multiplicity": 1, "e_above_lowest_kcal_mol": 132.8, "e_lumo_ev": 0.3}

=====

No. 4
{"formula": "S2", "method": "wB97M-V/def2-TZVPD", "elements": ["S", "S"], "positions_angstrom": [[-0.369, -0.035, -0.835], [0.369, 0.035, 0.835]], "lowdin_charge": [0.000, 0.000], "homo_lumo_gap_ev": 5.772, "multiplicity": 1, "e_above_lowest_kcal_mol": 1.3, "e_lumo_ev": -2.3}

=====

No. 5
{"formula": "C2HEuFO2", "method": "wB97M-V/def2-TZVPD", "elements": ["C", "O", "C", "H", "O", "F", "Eu"], "positions_angstrom": [[-1.198, -2.095, -0.041], [0.690, -0.494, 0.012], [-0.157, -1.455, -0.011], [-3.000, -1.414, 0.004], [-2.522, -2.277, -0.032], [-1.684, 1.633, 0.112], [0.847, 1.984, 0.101]], "lowdin_spin": [-0.007, -0.019, 0.001, 0.000, -0.002, -0.018, 7.045], "homo_lumo_gap_ev": [4.100, 4.226], "multiplicity": 8, "e_above_lowest_kcal_mol": 69.7, "e_lumo_ev": [-2.2, -2.1]}

=====

No. 6
{"formula": "C27H28IIrN3O2PS", "method": "wB97M-V/def2-TZVPD", "elements": ["C", "H", "H", "H", "C", "C", "C", "C", "H", "C", "C", "H", "C", "N", "C", "H", "C", "C", "H", "C", "C", "S", "C", "H", "H", "H", "H", "C", "I", "H", "C", "H", "O", "C", "O", "N", "N", "C", "C", "P", "H", "H", "H", "C", "H", "H", "C", "H", "C", "H", "C", "C", "H", "C", "H", "Ir", "H", "H", "H", "H", "C", "H", "H", "C"], "positions_angstrom": [[2.999, -0.605, 0.315], [4.104, 4.070, -1.175], [0.913, -2.696, -0.821], [-2.514, -0.315, 2.417], [0.234, -2.063, -4.075], [-1.591, -2.757, 1.255], [-5.128, 0.710, 0.369], [2.004, 4.489, -1.246], [-5.421, 1.588, 0.950], [0.940, -0.743, -1.741], [0.774, -0.023, -2.923], [-4.126, -1.024, 2.277], [0.722, 3.974, -1.102], [-2.399, -3.710, 0.821], [3.723, -1.446, -0.526], [-3.365, -0.458, -0.038], [-3.670, 0.335, 0.650], [4.963, -1.923, -0.120], [2.136, 5.531, -1.502], [-2.783, 1.542, 0.389], [3.105, 3.671, -1.061], [0.573, 1.654, 2.622], [-3.543, -0.119, 2.099], [-2.822, -3.622, -0.091], [-0.969, -3.943, 2.973], [-1.614, -2.318, 3.361], [3.329, -1.732, -1.493], [4.765, -0.708, 1.951], [0.933, -2.065, 2.660], [-5.789, -0.106, 0.659], [-0.850, 2.197, -0.550], [0.935, 1.047, -2.948], [-1.339, -1.769, 0.528], [3.529, -0.226, 1.555], [-1.764, 2.896, -1.197], [-1.110, 0.254, 4.433], [-1.309, 1.294, 0.257], [-0.408, 0.911, 3.786], [0.540, 2.641, -0.751], [1.420, 0.069, -0.220], [3.796, 1.693, -0.616], [-2.622, -4.517, 1.381], [-2.891, 2.238, 1.231], [0.412, -2.785, -2.899], [0.291, -0.132, -5.007], [6.445, -1.936, 1.426], [-3.050, 2.283, -0.909], [5.525, -2.578, -0.772], [0.759, -2.129, -1.732], [-0.139, 4.610, -1.250], [-1.030, -2.908, 2.650], [2.930, 2.331, -0.736], [0.289, -3.860, -2.900], [1.654, 1.811, -0.573], [-5.312, 0.919, -0.685], [-0.214, -0.095, 1.292], [-3.786, 3.074, -0.828], [-3.921, 0.649, 2.776], [-0.035, -2.579, -4.987], [2.991, 0.458, 2.201], [0.415, -0.688, -4.088], [5.177, -0.414, 2.908], [-3.289, 1.618, -1.741], [5.479, -1.561, 1.114]], "lowdin_charge": [-0.412, 0.127, 0.102, 0.006, -0.038, -0.599, -0.044, -0.010, 0.102, -0.344, -0.051, 0.099, 0.029, 0.245, -0.060, 0.130, -0.385, -0.036, 0.128, -0.242, -0.016, 0.628, -0.061, 0.148, 0.075, 0.062, 0.110, -0.047, 1.274, 0.094, -0.320, 0.112, -0.183, -0.171, 0.060, 0.100, -0.030, -0.811, -0.158, 0.924, 0.118, 0.141, 0.173, -0.049, 0.120, 0.123, -0.040, 0.122, -0.112, 0.135, -0.431, -0.033, 0.118, -0.312, 0.085, 0.673, 0.151, 0.107, 0.121, 0.055, -0.042, 0.123, 0.149, -0.033], "charge": 2, "homo_lumo_gap_ev": 7.675, "multiplicity": 1, "e_above_lowest_kcal_mol": 0.0, "e_lumo_ev": -6.8}